[1]
ORCA calculation (ωB97M-V/def2-TZVPD) on a 2-piece molecular cluster, C10H16O overall in a non-equilibrium geometry.

CARTESIAN COORDINATES (ANGSTROEM)
1 C 0.430032 2.972252 -2.325949
2 C -0.211079 2.473608 -1.078104
3 C -1.028539 1.291858 -1.404898
4 C -1.642992 0.638469 -0.371057
5 C -1.551932 1.126729 0.992672
6 O -2.195529 0.340798 1.935594
7 C -0.954926 2.323312 1.222454
8 C -0.140493 2.927896 0.208052
9 H 0.765388 2.132257 -2.795877
10 H 1.371940 3.591992 -2.207099
11 H -0.212255 3.602040 -2.949392
12 H -1.115165 1.052233 -2.459462
13 H -2.413345 -0.044297 -0.399149
14 H -2.170845 0.788559 2.853697
15 H -0.787384 2.664810 2.190713
16 H 0.266787 3.838140 0.490806
17 C 1.130558 -4.072261 1.111096
18 C 0.534549 -2.729968 0.766256
19 C 1.333189 -1.750325 -0.103142
20 H 1.559368 -4.448633 0.156272
21 H 0.412632 -4.763742 1.433641
22 H 1.984863 -4.178237 1.833035
23 H -0.382913 -2.897449 0.262448
24 H 0.307961 -2.264579 1.690525
25 H 2.195932 -1.383652 0.484398
26 H 1.697310 -2.289212 -0.923642
27 H 0.816891 -0.942594 -0.613900

Atoms 1-3, force components in eV/Å:
C 1.4 3.6 1.3
C -1.0 -1.8 -1.0
C 0.8 1.6 1.9

Energy relative to the best compared isomer or geometry (same formula, charge and spin)   213.7 kJ/mol
Structure (SMILES)   Cc1ccc(O)cc1.CCC



[2]
ORCA calculation (ωB97M-V/def2-TZVPD) on an isolated molecule of C6H4O.

CARTESIAN COORDINATES (ANGSTROEM)
1 C -1.697951 0.545565 -0.695471
2 C -0.222308 0.528531 -0.369001
3 C 0.638317 1.318259 -0.964598
4 C 0.225644 -0.411867 0.701478
5 O -0.583323 -0.998275 1.387101
6 C 1.658393 -0.609036 0.855808
7 C 2.842923 -0.798653 0.958184
8 H -1.937959 1.299073 -1.448906
9 H -2.263686 0.745193 0.217893
10 H -1.994777 -0.440232 -1.065402
11 H 3.892906 -0.973603 1.051505

Atoms 1-3, force components in eV/Å:
C -0.2 0.1 -0.1
C 0.3 0.3 -0.2
C -0.4 -0.4 0.3

Energy relative to the best compared isomer or geometry (same formula, charge and spin)   407.4 kJ/mol



[3]
ORCA calculation (ωB97M-V/def2-TZVPD) on C33H21Br2N5O4PbS4 as an isolated structure.

CARTESIAN COORDINATES (ANGSTROEM)
1 Pb -1.481170 -0.136097 0.130700
2 C 0.624008 -0.745304 4.245158
3 C 1.342570 0.436770 4.309690
4 C 0.902110 1.536839 3.593894
5 C -0.231125 1.410969 2.801426
6 N -0.879060 0.249310 2.685686
7 C -0.478837 -0.791421 3.410883
8 C -0.785462 2.577045 2.044205
9 C -0.524778 3.876754 2.450211
10 C -1.072255 4.916335 1.721925
11 C -1.849977 4.635124 0.615989
12 C -2.072864 3.306415 0.268683
13 N -1.556304 2.313125 0.990627
14 C -2.897377 2.936949 -0.928763
15 C -3.585458 3.887929 -1.669186
16 C -4.332921 3.477659 -2.762616
17 C -4.382853 2.134738 -3.084263
18 C -3.668145 1.248066 -2.294279
19 N -2.940100 1.643039 -1.255314
20 H 0.923515 -1.621171 4.801585
21 H 2.241009 0.503023 4.908251
22 H 1.451235 2.466069 3.625250
23 H -1.057947 -1.700133 3.298733
24 H 0.081632 4.073385 3.320612
25 H -0.891762 5.941823 2.013195
26 H -2.263874 5.441595 0.033130
27 H -3.554588 4.934214 -1.408311
28 H -4.873414 4.206657 -3.350746
29 H -4.954775 1.770040 -3.924332
30 H -3.664987 0.186484 -2.508099
31 S -5.290233 -3.532874 -1.636913
32 C -4.165186 -2.578053 -0.813927
33 S -4.213201 -1.663445 0.551980
34 S -3.039642 -2.929194 -2.055177
35 C -0.669838 -3.718954 1.005556
36 C 0.638424 -2.983923 1.006427
37 C 1.837728 -3.661772 1.330172
38 C 3.013113 -2.975555 1.343522
39 C 3.037046 -1.599221 1.013136
40 C 4.195141 -0.787587 1.036109
41 Br 5.879938 -1.515612 1.522788
42 C 4.111223 0.537624 0.723397
43 C 2.885034 1.096075 0.337548
44 Br 2.815232 2.948113 -0.045534
45 C 1.708761 0.365094 0.230326
46 O 0.603128 0.882281 -0.182449
47 C 1.808403 -1.016493 0.645418
48 N 0.645046 -1.719299 0.681386
49 H -0.725498 -4.417032 1.840891
50 H -0.777533 -4.293957 0.083697
51 H -1.521803 -3.038132 1.055611
52 H 1.805630 -4.716538 1.567575
53 H 3.938813 -3.471348 1.604233
54 H 4.990259 1.165016 0.765231
55 O 1.064290 0.607292 -3.291093
56 S -0.564927 0.721293 -3.712204
57 O -0.629368 0.398177 -5.126017
58 N -1.243153 -0.505732 -2.875115
59 C -0.594476 -1.441801 -2.258264
60 O -1.231989 -2.298872 -1.508540
61 C 0.867049 -1.577769 -2.300232
62 C 1.516435 -2.718784 -1.829399
63 C 2.890165 -2.821446 -1.880863
64 C 3.634498 -1.773014 -2.421158
65 C 3.010597 -0.643464 -2.910839
66 C 1.625152 -0.546159 -2.845508
67 H 0.912993 -3.519942 -1.430536
68 H 3.384920 -3.704299 -1.501231
69 H 4.713078 -1.844253 -2.466179
70 H 3.568685 0.177317 -3.337779

Atoms 1-3, force components in eV/Å:
Pb 0.0 0.2 0.3
C 0.0 0.0 0.0
C 0.0 0.0 0.0

Energy relative to the best compared isomer or geometry (same formula, charge and spin)   71.4 kJ/mol



[4]
ORCA calculation (ωB97M-V/def2-TZVPD) on C31H36O2PtS5Si as an isolated structure.

CARTESIAN COORDINATES (ANGSTROEM)
1 Pt 0.345289 -0.289196 -1.098976
2 S 3.476495 -5.416297 -5.189526
3 C 2.812272 -4.226515 -4.216013
4 S 2.724687 -2.572657 -4.650731
5 C 1.962126 -1.969058 -3.207453
6 C 1.679265 -2.897609 -2.269385
7 S 0.876878 -2.504787 -0.779131
8 S 2.130062 -4.529929 -2.673191
9 S 1.624464 -0.279128 -2.968606
10 C -0.544141 -0.181192 5.036141
11 C -0.618216 0.427055 3.636148
12 C -2.012664 1.016473 3.407160
13 C 0.416858 1.553087 3.530911
14 Si -0.249563 -0.802771 2.216784
15 O -0.249867 0.040827 0.868563
16 C -1.575920 -2.160147 2.219476
17 C -2.260912 -2.378518 1.020559
18 C -3.237053 -3.360212 0.911212
19 C -3.556448 -4.151734 2.004590
20 C -2.893110 -3.953228 3.207594
21 C -1.918278 -2.968995 3.307081
22 C 1.434414 -1.579041 2.596165
23 C 2.559906 -0.955420 2.048790
24 C 3.835446 -1.461240 2.249309
25 C 4.016240 -2.610507 3.007506
26 C 2.913674 -3.250428 3.553725
27 C 1.639273 -2.737560 3.343769
28 H -0.652916 0.606887 5.794460
29 H 0.412178 -0.682039 5.212210
30 H -1.343756 -0.905319 5.207990
31 H -2.223730 1.802464 4.145882
32 H -2.789475 0.251397 3.495955
33 H -2.090654 1.452624 2.409060
34 H 0.181853 2.350054 4.250119
35 H 0.426979 1.982461 2.527125
36 H 1.425543 1.190541 3.748483
37 H -2.014320 -1.768788 0.158238
38 H -3.742342 -3.509074 -0.035868
39 H -4.315096 -4.921910 1.920256
40 H -3.131149 -4.568474 4.068658
41 H -1.416226 -2.838421 4.259307
42 H 2.421533 -0.082847 1.419399
43 H 4.687322 -0.970342 1.793396
44 H 5.011106 -3.014494 3.157877
45 H 3.043487 -4.160280 4.129621
46 H 0.789319 -3.273626 3.752288
47 C 2.833740 3.299116 -1.239191
48 C 1.319942 3.147414 -1.105438
49 C 0.731160 4.255463 -0.229140
50 C 0.611776 3.100996 -2.443689
51 C 0.941034 3.976365 -3.467328
52 C 0.263753 3.960148 -4.678732
53 C -0.775472 3.054773 -4.846023
54 C -1.153300 2.167653 -3.846508
55 C -2.331815 1.242795 -4.094410
56 C -3.442181 1.424882 -3.055437
57 C -1.919007 -0.226979 -4.182165
58 C -0.444726 2.173387 -2.618439
59 O -0.798145 1.370983 -1.631133
60 H 3.316629 3.153826 -0.268743
61 H 3.113364 4.294033 -1.600776
62 H 3.236852 2.558770 -1.932219
63 H 1.117131 2.199435 -0.604258
64 H 0.872680 5.234268 -0.699820
65 H 1.208851 4.274005 0.755287
66 H -0.339066 4.096229 -0.088163
67 H 1.748521 4.687182 -3.318695
68 H 0.539036 4.639549 -5.477352
69 H -1.317540 3.029702 -5.788081
70 H -2.742144 1.535353 -5.069445
71 H -3.066908 1.174513 -2.064311
72 H -4.291183 0.774296 -3.288952
73 H -3.796754 2.459293 -3.038056
74 H -1.511030 -0.572410 -3.232701
75 H -1.150151 -0.377908 -4.941943
76 H -2.785857 -0.849240 -4.431036

Atoms 1-3, force components in eV/Å:
Pt 0.3 -0.5 0.1
S 0.0 0.1 0.0
C 0.1 -0.1 0.0

Charge   -2



[5]
ORCA calculation (ωB97M-V/def2-TZVPD) on C30H23BrCl3NO6PPd as an isolated structure.

CARTESIAN COORDINATES (ANGSTROEM)
1 Pd -0.715680 0.698491 0.354101
2 C -2.083592 -4.616990 -1.782711
3 C -2.611139 -3.651291 -0.939231
4 C -1.864844 -2.529005 -0.608897
5 C -0.579709 -2.386266 -1.123984
6 C -0.053638 -3.351486 -1.985598
7 C -0.806171 -4.466332 -2.308372
8 P 0.419860 -0.920925 -0.826566
9 C 2.030139 -1.407272 -0.234263
10 C 3.110463 -0.535651 -0.408119
11 C 4.374049 -0.929832 -0.003898
12 C 4.563124 -2.179398 0.573656
13 C 3.489635 -3.043884 0.747578
14 C 2.220815 -2.661195 0.349963
15 C 0.546443 -0.040720 -2.373593
16 C 1.458735 -0.231862 -3.373165
17 C 1.232087 0.376797 -4.625398
18 C 0.088861 1.095059 -4.859803
19 C -0.878135 1.294613 -3.842359
20 C -2.096353 1.991281 -4.026989
21 C -2.981618 2.122795 -2.992061
22 C -2.680899 1.634933 -1.696365
23 C -1.491030 1.015701 -1.495212
24 C -0.601816 0.770157 -2.566503
25 H -2.670927 -5.488915 -2.038398
26 H -3.609249 -3.765927 -0.538224
27 H -2.287242 -1.779357 0.042297
28 H 0.939473 -3.231761 -2.403271
29 H -0.398407 -5.215914 -2.973051
30 H 2.968701 0.433444 -0.865770
31 H 5.211181 -0.259247 -0.142664
32 H 5.553292 -2.482438 0.887776
33 H 3.640082 -4.017667 1.193570
34 H 1.385722 -3.333993 0.489718
35 H 2.334129 -0.851048 -3.219158
36 H 1.960982 0.250746 -5.414186
37 H -0.086223 1.526130 -5.837801
38 H -2.324660 2.411820 -4.998054
39 H -3.919491 2.640408 -3.141764
40 H -3.391099 1.821803 -0.903979
41 C 1.068608 3.331791 4.826991
42 C 0.778575 1.965183 4.279048
43 C 0.942560 0.807020 5.029991
44 C 0.633056 -0.428618 4.488640
45 C 0.157548 -0.462004 3.193402
46 Br -0.383001 -2.105182 2.435375
47 N 0.011526 0.623545 2.445028
48 C 0.322072 1.813935 2.979695
49 H 1.698043 3.272617 5.712872
50 H 0.141641 3.835798 5.105296
51 H 1.572008 3.951170 4.085190
52 H 1.314317 0.869383 6.045298
53 H 0.747470 -1.344277 5.049022
54 H 0.216824 2.674915 2.336057
55 Cl -4.831546 2.952460 2.084441
56 C -4.055745 1.402351 2.359905
57 Cl -3.531586 1.190054 4.042695
58 C -2.803548 1.266931 1.515478
59 O -2.543420 0.096321 1.057482
60 O -2.025022 2.211815 1.300775
61 H -4.752380 0.606062 2.124122
62 O 1.858608 3.797996 0.419341
63 Cl 1.190141 3.029517 -0.561906
64 O 0.984798 1.651007 0.154885
65 O 1.977253 2.751004 -1.709028
66 O -0.084623 3.533416 -0.889318

Atoms 1-3, force components in eV/Å:
Pd -0.6 0.3 0.3
C 0.0 0.0 0.0
C 0.0 0.0 0.0

Charge   +1
Energy relative to the best compared isomer or geometry (same formula, charge and spin)   24.0 kJ/mol



| no. | HOMO (eV) | HOMO-LUMO gap (eV) | energy (eV) |
| --- | --- | --- | --- |
| 1 | -8.373 | 9.2 | -12675.510 |
| 2 | -10.686 | 9.7 | -8328.218 |
| 3 | -7.525 | 6.8 | -238877.485 |
| 4 | -1.264 | 5.6 | -102133.238 |
| 5 | -11.322 | 6.4 | -165623.730 |